1.
Computed, not measured: a structure of composition C5H20CuN10O5, with ωB97M-V/def2-TZVPD.

frontier orbital gap: 8.46 eV
charge: +1

CARTESIAN COORDINATES (ANGSTROEM)
Cu: -0.027658 -0.073344 0.533598
C: -0.902778 -1.593824 2.983418
O: 0.200942 -1.227714 2.646628
N: -1.090828 -2.820334 3.351828
N: -1.974388 -0.890104 3.277108
H: -1.856098 -3.062844 3.964738
H: -0.200728 -3.296184 3.314538
H: -1.853798 0.096456 3.456698
H: -2.776468 -1.361014 3.670848
C: 2.112942 -3.129994 -0.248272
O: 1.252942 -2.322024 0.078458
N: 2.553922 -3.367234 -1.362962
N: 2.713092 -3.915524 0.573528
H: 2.307252 -2.678824 -2.059632
H: 3.338192 -3.991224 -1.488092
H: 2.523922 -3.820884 1.561128
H: 3.543042 -4.421254 0.298718
C: -0.352828 3.166206 0.782968
O: -0.686288 2.046206 0.963578
N: 0.796502 3.644626 0.436828
N: -1.265208 4.071206 0.748088
H: 0.925492 4.586236 0.094998
H: 1.580142 3.027456 0.278418
H: -2.049528 3.983666 1.378378
H: -0.909578 5.004106 0.595378
C: 1.941652 0.737106 -2.266612
O: 1.182372 0.929376 -1.303142
N: 1.761932 1.157256 -3.499392
N: 3.141052 0.403146 -1.980382
H: 0.806892 1.380126 -3.740922
H: 2.419322 0.852486 -4.202992
H: 3.336972 0.291466 -0.995882
H: 3.650522 -0.027404 -2.738782
C: -2.931058 0.505546 -0.876212
O: -2.151288 -0.254394 -0.393062
N: -2.763638 1.747596 -0.906182
N: -4.014748 0.126546 -1.584182
H: -1.998798 2.090516 -0.342702
H: -3.405708 2.325496 -1.429522
H: -4.313818 -0.833814 -1.675722
H: -4.563878 0.915096 -1.895232

Cartesian forces (eV/Å) of the 6 atoms listed first:
Cu -0.1 -0.2 -0.1
C 0.1 0.5 1.5
O 1.3 1.9 -1.8
N 0.5 -4.3 0.2
N -2.0 3.2 -0.1
H 0.6 -0.4 -0.2



2.
Computed, not measured: a structure of composition C5H20FInO5, with ωB97M-V/def2-TZVPD.

frontier orbital gap: 2.14 eV
charge: +2

CARTESIAN COORDINATES (ANGSTROEM)
In: -0.370022 3.230779 -0.783330
F: 0.803049 0.636862 -0.401657
C: -0.355554 -2.357934 0.455901
O: -0.672443 -1.465524 -0.577233
H: -1.266604 -2.726878 0.936230
H: 0.165055 -3.210326 -0.053175
H: 0.312167 -1.894872 1.182867
H: -0.094553 -0.660524 -0.515294
C: -2.068694 0.848398 1.720978
O: -2.408724 1.874889 0.795658
H: -1.026790 0.592489 1.524908
H: -2.210123 1.157007 2.758327
H: -2.655318 -0.071298 1.610774
H: -3.283722 2.210977 1.023363
C: 2.587150 0.641208 2.414266
O: 2.946186 0.348136 1.105078
H: 1.685752 0.065923 2.696688
H: 3.419906 0.362180 3.057782
H: 2.402207 1.714681 2.613710
H: 2.147963 0.457044 0.521924
C: -2.988252 1.157996 -2.688799
O: -1.632305 0.939164 -2.360720
H: -3.415161 0.434894 -3.392265
H: -3.624116 1.082402 -1.787671
H: -3.106453 2.166987 -3.074467
H: -1.538637 0.005974 -2.125033
C: 2.862964 -1.566504 -1.039470
O: 2.586910 -0.501994 -1.841012
H: 3.169198 -1.220593 0.002692
H: 1.970367 -2.239298 -0.955330
H: 3.686589 -2.143301 -1.455715
H: 1.972008 0.131063 -1.369990

Cartesian forces (eV/Å) of the 6 atoms listed first:
In -0.4 -0.7 -0.1
F 0.8 -0.2 0.1
C 0.3 1.1 -0.7
O -0.2 -0.3 0.6
H 0.0 -0.4 -0.2
H 0.0 -0.3 0.2



3.
Computed, not measured: a structure of composition C5H20N10O5, with ωB97M-V/def2-TZVPD.

frontier orbital gap: 6.89 eV
charge: 0

CARTESIAN COORDINATES (ANGSTROEM)
C: -1.544822 1.789870 2.067724
O: -0.562572 2.480686 1.908959
N: -1.727470 0.667024 1.447884
N: -2.666374 2.183372 2.523226
H: -0.910109 0.295670 0.985160
H: -2.598041 0.162110 1.533267
H: -3.285441 1.477052 2.894669
H: -2.562354 3.050277 3.030925
C: 0.324802 -0.157980 0.466495
O: -0.011795 -0.393491 1.576608
N: 1.186358 -0.830684 -0.188245
N: -0.188278 0.835854 -0.193923
H: 1.591728 -0.560042 -1.072855
H: 1.468824 -1.667907 0.301006
H: -0.950863 1.292177 0.286002
H: 0.011969 1.191053 -1.117956
C: -0.679882 -1.335693 -2.510415
O: -0.212471 -2.334356 -2.044090
N: -0.282983 -0.152240 -2.112359
N: -1.602637 -1.232087 -3.485070
H: 0.316885 -0.233244 -1.303845
H: -0.456004 0.667937 -2.675806
H: -2.219170 -0.435453 -3.558382
H: -1.829498 -2.089122 -3.968938
C: -0.099114 -2.152070 3.077724
O: -0.065776 -3.022680 3.973085
N: -0.236141 -2.352474 1.813129
N: 0.063234 -0.954785 3.321796
H: -0.001860 -1.633627 1.143461
H: -0.263260 -3.334149 1.577147
H: 0.703026 -0.919010 4.102492
H: 0.084152 -0.305074 2.548791
C: 1.939885 1.231690 -1.898802
O: 0.803807 1.317626 -1.634097
N: 2.395786 0.735467 -3.042816
N: 2.800511 1.732951 -1.135578
H: 3.351823 0.436675 -3.172486
H: 1.682411 0.726960 -3.757757
H: 2.466078 2.151949 -0.279601
H: 3.765634 1.669767 -1.426531

Cartesian forces (eV/Å) of the 6 atoms listed first:
C 1.3 -0.5 -2.3
O 2.1 1.4 0.8
N -5.6 -1.6 0.2
N -4.7 3.6 4.1
H -5.7 0.0 2.4
H 0.3 0.1 0.0



What lowest unoccupied orbital energy values result from the calculations? In sequence: -1.9; -14.1; -0.4 eV.